[1]
ORCA calculation (ωB97M-V/def2-TZVPD) on 40 unconnected molecules or ions with the total composition H80O40 in a non-equilibrium geometry.

Bonds (Å) are listed after each position.
Positions of all 120 atoms, in Å:
1 H 3.63557 0.14815 -5.72219  O3 0.977
2 H 2.65901 0.00878 -4.79172  O3 0.976
3 O 2.68020 -0.05008 -5.76533  H1 0.977, H2 0.976
4 H 0.37503 0.10050 6.16840  O6 0.962
5 H 1.12886 1.40395 5.86650  O6 0.963
6 O 0.51278 0.99822 6.48532  H4 0.962, H5 0.963
7 H 1.25344 1.62787 3.07062  O9 0.960
8 H 2.60299 2.40066 3.32202  O9 0.963
9 O 2.09690 1.60760 3.52829  H7 0.960, H8 0.963
10 H -1.57766 -3.48950 0.19814  O12 0.967
11 H -2.91838 -3.30559 -0.40274  O12 0.970
12 O -1.99595 -3.04827 -0.55397  H10 0.967, H11 0.970
13 H -4.06199 -3.89434 -2.26001  O15 0.961
14 H -3.34109 -4.59110 -3.41717  O15 0.962
15 O -3.89288 -4.75767 -2.64707  H13 0.961, H14 0.962
16 H 0.06989 1.30487 -4.42077  O17 0.972
17 O 0.42439 0.40025 -4.38941  H16 0.972, H95 0.960
18 H 0.08285 3.46128 -2.76281  O19 0.956
19 O -0.45315 2.68538 -2.60564  H18 0.956, H97 1.003
20 H -1.48243 -4.11203 2.67674  O22 0.965
21 H -1.86650 -5.48496 3.11950  O22 0.964
22 O -2.25131 -4.61220 2.97779  H20 0.965, H21 0.964
23 H 3.89761 0.03834 1.55457  O25 0.968
24 H 5.33055 -0.21272 2.06839  O25 0.963
25 O 4.64644 0.46200 1.99815  H23 0.968, H24 0.963
26 H -3.33595 -2.20528 4.51199  O28 0.963
27 H -4.69318 -2.58748 4.00531  O28 0.971
28 O -4.06866 -2.79529 4.71940  H26 0.963, H27 0.971
29 H 2.91113 -3.21757 -3.02318  O31 0.976
30 H 3.65081 -2.29346 -4.03080  O31 0.962
31 O 3.21351 -2.30183 -3.17402  H29 0.976, H30 0.962
32 H -1.03420 5.96935 -1.01522  O33 0.966
33 O -0.31953 5.47212 -1.43383  H32 0.966, H98 0.967
34 H 1.73803 3.79277 -3.15739  O36 0.987
35 H 2.24495 4.71088 -3.94969  O36 0.978
36 O 1.79224 3.86510 -4.14067  H34 0.987, H35 0.978
37 H 3.42525 1.28907 4.72838  O39 0.972
38 H 4.04984 0.31529 3.99162  O39 0.986
39 O 3.99725 0.53548 4.95113  H37 0.972, H38 0.986
40 H 4.00865 -1.96261 3.50914  O42 0.962
41 H 4.26623 -1.78509 5.02490  O42 0.983
42 O 4.71328 -1.94284 4.16360  H40 0.962, H41 0.983
43 H 1.55440 4.39310 2.78241  O45 0.961
44 H 0.63692 5.06660 1.89402  O45 0.965
45 O 1.56332 4.79805 1.91060  H43 0.961, H44 0.965
46 H 0.20757 0.00952 2.77497  O48 0.961
47 H 0.07193 -1.15355 1.94350  O48 0.960
48 O 0.29195 -0.94491 2.85443  H46 0.961, H47 0.960
49 H -3.86310 4.59801 -0.51170  O51 0.962
50 H -4.83728 4.16090 -1.57965  O51 0.961
51 O -4.04603 4.69010 -1.45144  H49 0.962, H50 0.961
52 H 0.71154 -4.79691 -4.39374  O53 0.975
53 O -0.15870 -5.04376 -4.75726  H52 0.975, H94 0.969
54 H 1.49387 -5.71880 -3.10819  O56 0.959
55 H 1.12097 -4.44481 -2.18228  O56 0.973
56 O 1.81073 -4.92432 -2.67352  H54 0.959, H55 0.973
57 H 2.08930 -1.39454 6.49947  O58 0.960
58 O 2.50577 -1.57096 5.65282  H57 0.960, H96 0.992
59 H 0.01366 4.70046 4.46096  O61 0.962
60 H -1.31028 5.04381 3.69313  O61 0.960
61 O -0.51037 4.51349 3.67674  H59 0.962, H60 0.960
62 H -2.39362 -0.62271 -0.81659  O64 0.972
63 H -1.68957 0.06144 0.20013  O64 0.970
64 O -2.60074 0.03589 -0.13253  H62 0.972, H63 0.970
65 H 1.62551 0.39794 -2.81664  O67 0.955
66 H 2.27102 -1.11905 -2.50462  O67 0.990
67 O 2.04108 -0.20433 -2.20339  H65 0.955, H66 0.990
68 H -2.28676 1.78368 -4.80046  O70 0.969
69 H -1.93930 0.81329 -3.60096  O70 0.961
70 O -2.63971 1.31182 -4.03094  H68 0.969, H69 0.961
71 H -0.08326 -1.98088 -2.52397  O73 0.959
72 H -0.23892 -3.39698 -1.77267  O73 0.963
73 O 0.33157 -2.81082 -2.28132  H71 0.959, H72 0.963
74 H 1.25631 -0.77658 0.28257  O76 0.957
75 H 1.29100 0.82865 0.20328  O76 0.959
76 O 1.37684 0.04735 0.75349  H74 0.957, H75 0.959
77 H -6.25177 2.66980 1.37265  O79 0.960
78 H -5.60885 2.44755 -0.04820  O79 0.961
79 O -6.15143 3.03090 0.48850  H77 0.960, H78 0.961
80 H -4.70288 -0.91941 -1.46104  O82 0.975
81 H -5.70959 -1.59090 -2.09766  O82 0.975
82 O -4.99427 -1.84939 -1.48721  H80 0.975, H81 0.975
83 H 1.91801 -4.39201 4.50821  O85 0.965
84 H 1.55724 -2.95356 4.53181  O85 0.969
85 O 1.49570 -3.72697 3.95155  H83 0.965, H84 0.969
86 H 3.64580 4.50383 -1.11812  O88 0.964
87 H 3.83116 4.00697 -2.55542  O88 0.964
88 O 3.18082 4.39036 -1.95540  H86 0.964, H87 0.964
89 H -1.90277 2.39237 0.98080  O90 0.961
90 O -2.24357 2.01655 1.79735  H89 0.961, H99 0.963
91 H -2.72687 3.93122 3.90185  O93 0.957
92 H -3.30176 2.63154 3.25602  O93 0.968
93 O -3.46643 3.32441 3.91134  H91 0.957, H92 0.968
94 H -0.19558 -4.31430 -5.39383  O53 0.969
95 H 0.21947 -0.10442 -5.18013  O17 0.960
96 H 3.15853 -0.85651 5.43436  O58 0.992
97 H -1.33646 2.88405 -2.17501  O19 1.003
98 H -0.07435 6.11004 -2.11765  O33 0.967
99 H -2.97687 1.41878 1.61725  O90 0.963
100 O 2.35925 -5.63135 1.30032  H101 0.965, H102 0.965
101 H 2.52667 -5.18505 0.46127  O100 0.965
102 H 2.66097 -4.98862 1.95340  O100 0.965
103 O 4.38403 1.51922 -0.99758  H104 0.958, H105 0.960
104 H 5.05336 1.03664 -1.48358  O103 0.958
105 H 3.58704 1.64802 -1.51611  O103 0.960
106 O -2.87814 2.41726 -1.66208  H107 0.983, H108 0.999
107 H -2.58902 1.54059 -1.32455  O106 0.983
108 H -2.94204 2.18810 -2.63272  O106 0.999
109 O 3.60243 -2.89532 0.05674  H110 0.970, H111 0.970
110 H 4.16099 -2.67230 0.81763  O109 0.970
111 H 4.15114 -2.40945 -0.57935  O109 0.970
112 O -0.31614 0.02053 -1.39412  H113 0.975, H114 0.966
113 H 0.44297 -0.58837 -1.44798  O112 0.975
114 H -0.29187 0.45051 -2.25828  O112 0.966
115 O -0.66567 2.72888 -6.00532  H116 0.974, H117 0.965
116 H -0.62956 3.11911 -5.11390  O115 0.974
117 H 0.25880 2.55297 -6.21973  O115 0.965
118 O -5.87009 -2.12221 1.36168  H119 0.966, H120 0.963
119 H -5.39313 -1.72238 0.62312  O118 0.966
120 H -6.06710 -3.00186 1.02267  O118 0.963

The calculation puts the LUMO energy at -0.7 eV. Its gap between HOMO and LUMO is 9.8 eV. The total energy is -83197.579 eV. The strongest force on any atom comes out at 0.0456 hartree/bohr. The calculation puts the energy above the lowest of the compared OMol25 structures with the same formula, charge and spin at 189.9 kcal/mol.

Results of the Löwdin charge analysis, in e, for atoms 1 through 8: 0.05 0.01 -0.07 0.02 0.01 -0.05 0.05 0.06

[2]
ORCA calculation (ωB97M-V/def2-TZVPD) on 40 unconnected molecules or ions with the total composition H80O40 in a non-equilibrium geometry.

Bonds (Å) are listed after each position.
Positions of all 120 atoms, in Å:
1 H -4.64113 0.32871 4.99815  O3 0.965
2 H -3.29509 0.66654 4.44133  O3 0.912
3 O -3.91391 -0.00341 4.45699  H1 0.965, H2 0.912
4 H 0.67798 -5.22909 1.72132  O6 0.956
5 H 0.99532 -5.29913 0.29318  O6 0.996
6 O 0.89130 -5.90332 1.07783  H4 0.956, H5 0.996
7 H -0.27236 3.78922 0.56663  O9 1.054
8 H -1.77363 3.14087 0.78043  O9 0.911
9 O -0.89112 3.04616 0.98491  H7 1.054, H8 0.911
10 H -2.44188 -1.81884 4.90910  O12 0.988
11 H -2.53811 -3.16313 5.15264  O12 1.002
12 O -1.88139 -2.45464 5.41755  H10 0.988, H11 1.002
13 H 0.21201 3.93622 -4.94340  O15 0.901
14 H 0.72389 5.33674 -4.30726  O15 0.881
15 O 0.13681 4.79333 -4.67582  H13 0.901, H14 0.881
16 H -2.43244 0.43663 -0.68102  O17 0.892
17 O -3.08597 0.36910 -0.07741  H16 0.892, H95 0.989
18 H 2.44106 1.31637 3.21761  O19 1.000
19 O 2.67640 2.02857 2.55673  H18 1.000, H97 0.958
20 H 1.48996 -4.01704 2.03021  O22 0.961
21 H 2.94736 -3.84081 2.06152  O22 0.915
22 O 2.19402 -3.55813 2.49730  H20 0.961, H21 0.915
23 H -3.51118 -0.79386 2.65913  O25 0.984
24 H -2.80680 -1.26605 1.42900  O25 0.943
25 O -2.90359 -1.49822 2.33735  H23 0.984, H24 0.943
26 H -2.28919 -1.64008 -6.34123  O28 0.968
27 H -3.56361 -0.72482 -5.74766  O28 0.907
28 O -2.80156 -1.20520 -5.64410  H26 0.968, H27 0.907
29 H 1.09982 1.17869 5.56382  O31 0.982
30 H 2.39661 1.33457 5.80012  O31 1.063
31 O 1.52362 1.76243 6.23002  H29 0.982, H30 1.063
32 H 1.27558 4.45842 -0.81447  O33 0.893
33 O 1.92982 4.42902 -0.20801  H32 0.893, H98 0.969
34 H -4.88392 2.10022 2.50419  O36 0.974
35 H -5.41733 3.28412 1.61291  O36 0.955
36 O -4.63249 2.87749 1.97387  H34 0.974, H35 0.955
37 H -0.09793 0.06115 3.21215  O39 0.945
38 H 0.94577 -0.85736 3.87151  O39 1.026
39 O 0.83294 0.03047 3.36992  H37 0.945, H38 1.026
40 H 3.63842 -0.80898 1.75457  O42 0.897
41 H 3.20872 -1.78101 0.75501  O42 0.929
42 O 3.59412 -1.69074 1.59563  H40 0.897, H41 0.929
43 H 0.08488 6.90250 0.82882  O45 0.906
44 H 0.72926 5.46833 0.54735  O45 0.977
45 O -0.06502 6.02880 0.64042  H43 0.906, H44 0.977
46 H 0.77254 2.37116 -5.46457  O48 0.996
47 H -0.31837 1.48701 -4.82391  O48 0.978
48 O 0.38740 2.11912 -4.58177  H46 0.996, H47 0.978
49 H 3.38855 1.65712 -2.39697  O51 0.972
50 H 3.46971 2.83968 -1.64124  O51 0.968
51 O 2.76966 2.33588 -2.07969  H49 0.972, H50 0.968
52 H 1.87839 -2.34774 5.43488  O53 0.924
53 O 2.09582 -1.80327 4.72054  H52 0.924, H94 0.950
54 H -3.22303 -4.40626 0.96582  O56 0.965
55 H -3.56322 -3.50986 1.98609  O56 0.964
56 O -3.53297 -4.46767 1.87748  H54 0.965, H55 0.964
57 H 2.21918 -0.01495 -4.30546  O58 0.995
58 O 3.15938 -0.21329 -4.56404  H57 0.995, H96 0.992
59 H -2.68201 1.14212 -3.34076  O61 0.988
60 H -1.80518 1.67866 -2.19350  O61 0.924
61 O -1.80647 1.06951 -2.88846  H59 0.988, H60 0.924
62 H -0.18879 -0.28171 0.59340  O64 0.999
63 H 0.02521 1.30917 0.29870  O64 0.921
64 O -0.44418 0.54387 0.09152  H62 0.999, H63 0.921
65 H 3.34309 -4.12445 -0.80026  O67 1.017
66 H 3.31402 -2.87232 -1.67505  O67 0.993
67 O 2.90547 -3.20668 -0.83427  H65 1.017, H66 0.993
68 H -0.27237 0.20556 -6.29417  O70 0.864
69 H 0.88037 -0.62621 -6.37620  O70 1.059
70 O 0.53284 0.35497 -6.57079  H68 0.864, H69 1.059
71 H -1.28160 2.12294 3.87713  O73 0.946
72 H -1.55382 3.20901 4.77755  O73 0.945
73 O -1.84067 2.32381 4.61377  H71 0.946, H72 0.945
74 H 0.44306 -4.55528 4.42040  O76 0.944
75 H -0.49889 -3.61767 5.38714  O76 0.899
76 O 0.09582 -4.27822 5.25387  H74 0.944, H75 0.899
77 H -5.43890 -0.16280 -2.57497  O79 1.042
78 H -4.68063 1.17709 -2.95912  O79 0.994
79 O -5.09856 0.38632 -3.39309  H77 1.042, H78 0.994
80 H 1.43820 -1.47497 2.09124  O82 0.977
81 H 1.20338 -2.15954 0.76257  O82 0.908
82 O 1.06951 -1.37115 1.19230  H80 0.977, H81 0.908
83 H -2.22006 5.43342 -0.03733  O85 1.049
84 H -3.73829 5.26856 0.73064  O85 1.015
85 O -3.12967 4.91213 0.00127  H83 1.049, H84 1.015
86 H -3.61979 3.25440 -1.37552  O88 0.948
87 H -3.70697 1.75500 -0.68688  O88 1.060
88 O -3.77585 2.33981 -1.56769  H86 0.948, H87 1.060
89 H 6.79793 -0.80653 0.20778  O90 1.000
90 O 6.67259 -1.17159 1.13067  H89 1.000, H99 0.970
91 H 0.22440 4.46555 -3.18483  O93 1.050
92 H 0.30934 3.10022 -2.37414  O93 0.996
93 O 0.34659 4.08313 -2.21494  H91 1.050, H92 0.996
94 H 2.82250 -2.20299 4.25665  O53 0.950
95 H -2.68063 0.66907 0.77375  O17 0.989
96 H 3.18292 -1.08747 -5.03323  O58 0.992
97 H 3.50315 2.47223 2.75090  O19 0.958
98 H 2.70829 4.83172 -0.62075  O33 0.969
99 H 5.87458 -0.68397 1.38767  O90 0.970
100 O 3.13670 0.41445 0.04939  H101 1.063, H102 1.009
101 H 2.46527 1.05165 -0.47281  O100 1.063
102 H 2.55921 0.04795 0.79065  O100 1.009
103 O -1.45986 -2.58450 -3.89842  H104 1.014, H105 0.949
104 H -1.44011 -3.59393 -3.80389  O103 1.014
105 H -2.36410 -2.31240 -3.80431  O103 0.949
106 O 4.96931 -1.17514 -2.40877  H107 1.019, H108 0.976
107 H 4.99798 -0.49371 -3.16590  O106 1.019
108 H 4.57380 -0.62895 -1.70322  O106 0.976
109 O 1.32317 -3.88717 -3.36617  H110 0.940, H111 0.954
110 H 1.63576 -3.10891 -2.94196  O109 0.940
111 H 0.46728 -3.75206 -3.76437  O109 0.954
112 O -0.41766 -3.96615 1.95524  H113 0.979, H114 0.948
113 H -1.03198 -4.61948 2.34848  O112 0.979
114 H -0.63242 -3.07014 2.17885  O112 0.948
115 O 0.26152 -0.52569 -3.09414  H116 0.921, H117 0.957
116 H -0.61193 -0.81533 -3.14076  O115 0.921
117 H 0.23273 -0.06840 -2.25397  O115 0.957
118 O -0.93906 -2.80474 -0.91840  H119 0.909, H120 0.987
119 H -0.91252 -1.89758 -0.86716  O118 0.909
120 H -0.05203 -3.23227 -0.85739  O118 0.987

The calculation puts the LUMO energy at -0.3 eV. Its gap between HOMO and LUMO is 10.4 eV. The total energy is -83194.510 eV. The strongest force on any atom comes out at 0.1618 hartree/bohr. The calculation puts the energy above the lowest of the compared OMol25 structures with the same formula, charge and spin at 260.7 kcal/mol.

Results of the Löwdin charge analysis, in e, for atoms 1 through 8: 0.08 -0.03 -0.01 -0.05 0.06 -0.06 0.09 -0.04

What is the LUMO in the second record?
-0.3 eV

What is the LUMO in the first record?
-0.7 eV